C24H30N4O5S | wB97M-V/def2-TZVPD

```
64
Properties=species:S:1:pos:R:3:nbo_charge:R:1
S -5.3933 -0.0483 -0.5646 2.344
O -5.4242 1.3355 -0.1993 -0.938
O -5.3381 -0.4243 -4.9885 -0.519
O -0.9917 -4.4253 0.2626 -0.429
O -6.3539 -0.9494 -0.0093 -0.931
O -3.0768 -4.6343 -0.2017 -0.368
N 0.1205 -2.0734 0.3210 -0.396
N -2.0989 -3.9519 0.0222 0.523
N -5.5502 -0.1191 -2.2202 -0.669
N 1.1262 -1.1988 0.4337 -0.257
C -1.1471 -1.6479 0.1284 0.217
C -3.5343 -2.0302 -0.1881 -0.137
C 5.8823 -0.4944 1.2580 0.005
C -3.7455 -0.6788 -0.2463 -0.411
C -5.6340 -1.4365 -2.8068 -0.267
C -2.6792 0.2132 -0.1287 -0.124
C 2.2785 1.3105 1.8144 -0.391
C -5.2750 0.8560 -4.4053 -0.072
C -1.4089 -0.2606 0.0589 -0.264
C 2.3061 -1.6294 0.6727 0.065
C 8.3413 0.7971 1.5639 -0.206
C -6.1607 -1.2873 -4.2368 -0.072
C 3.4050 -0.7103 0.8216 -0.029
C 7.0550 -1.0480 0.7353 -0.214
C 3.0799 0.7439 0.6371 -0.443
C 7.1941 1.3395 2.1182 -0.206
C 8.2674 -0.4033 0.8750 -0.206
C -2.2425 -2.5386 -0.0076 -0.008
C 1.8853 2.7657 1.5740 -0.391
C 4.6334 -1.2131 1.0683 -0.171
C 5.9757 0.7038 1.9679 -0.223
C -0.4413 2.7551 2.6111 -0.607
C -4.7165 0.7817 -2.9813 -0.267
C 0.9723 3.3244 2.6668 -0.390
H -0.8930 2.9521 1.6412 0.196
H -6.1508 -2.2473 -4.7545 0.202
H 9.2901 1.2993 1.6788 0.215
H -4.6241 1.4525 -5.0462 0.200
H -6.3162 -2.0258 -2.1956 0.241
H -1.0630 3.2157 3.3749 0.214
H 2.7921 3.3735 1.5205 0.200
H 7.0016 -1.9840 0.1975 0.211
H -4.7540 1.7545 -2.4924 0.240
H 4.7375 -2.2929 1.0830 0.202
H 2.8640 1.2388 2.7341 0.193
H -2.8910 1.2698 -0.1668 0.246
H 2.5104 -2.7004 0.7844 0.163
H -4.6446 -1.9203 -2.8336 0.183
H 1.3845 0.7022 1.9441 0.212
H -4.3652 -2.7153 -0.2565 0.270
H 1.4108 3.1165 3.6454 0.194
H 7.2495 2.2629 2.6760 0.215
H 0.2850 -3.0836 0.4032 0.415
H -0.5678 0.4046 0.1649 0.251
H 9.1603 -0.8398 0.4521 0.215
H -6.2781 1.3044 -4.3740 0.172
H 5.0995 1.1169 2.4409 0.213
H -7.1862 -0.8932 -4.2036 0.172
H -3.6753 0.4222 -3.0162 0.182
H 0.9163 4.4096 2.5550 0.201
H 3.9937 1.3197 0.4894 0.221
H -0.4424 1.6814 2.7797 0.201
H 1.3781 2.8486 0.6099 0.191
H 2.4672 0.8337 -0.2626 0.224
```

Output
LUMO level (eV): -0.91
Charge: 0
Energy relative to the best compared isomer or geometry (same formula, charge and spin) (kcal per mole): 164.80
Structure (SMILES): CCCCCC(/C=N/Nc1ccc(S(=O)(=O)N2CCOCC2)cc1[N+](=O)[O-])=C\c1ccccc1
HOMO-LUMO gap (eV): 7.253
HOMO energy (eV): -8.16

C2H3O2Pr | wB97M-V/def2-TZVPD

```
8
Properties=species:S:1:pos:R:3:mulliken_charge:R:1
Pr 0.2316 0.0530 1.5048 1.943
O 0.3917 0.5433 -1.1171 -0.367
O 1.3338 -0.3844 -0.5402 -0.310
C -1.5133 0.0389 -0.9168 0.186
C -1.8777 -0.6082 0.1182 -0.674
H -1.8428 0.9250 -1.4608 0.366
H 1.2854 -1.1920 -1.0702 0.418
H -2.8327 -0.6560 0.6362 0.438
```

Output
LUMO level (alpha / beta) (eV): -12.24 / -10.32
Charge: +2
Energy relative to the best compared isomer or geometry (same formula, charge and spin) (kcal per mole): 60.76
Spin multiplicity: 3
HOMO-LUMO gap (alpha / beta) (eV): 6.592 / 8.712
HOMO energy (alpha / beta) (eV): -18.83 / -19.04

C10H21IN | wB97M-V/def2-TZVPD

```
33
Properties=species:S:1:pos:R:3:nbo_charge:R:1
I -2.6607 -1.9098 -0.1703 0.034
N -1.1643 -2.5011 2.3778 -0.771
C -0.8263 -1.8667 1.0085 -0.338
C 1.5613 -1.5938 0.3054 -0.390
C -1.1083 1.2914 -2.6927 -0.610
C -1.1328 1.2110 -1.1516 -0.579
C 1.3630 0.6479 -0.9514 -0.561
C 0.3480 -2.5778 0.3664 -0.517
C 1.4815 -0.9073 -1.1259 -0.370
C 0.3379 3.1801 1.1680 -0.548
C -0.0064 1.6450 0.9603 -0.547
C 0.0996 1.1163 -0.3771 0.603
H -1.1584 -3.5371 2.1625 0.436
H 1.3693 3.5324 0.8893 0.223
H 2.0267 0.9880 -0.2575 0.235
H -0.8970 1.5549 1.5007 0.260
H 1.5719 0.8593 -1.9717 0.279
H 2.3700 -1.1413 -1.7623 0.246
H -0.7928 2.3216 -2.8875 0.233
H 0.0919 3.5606 2.0938 0.235
H 0.7372 1.3811 1.6398 0.244
H -0.3459 0.4743 -3.0422 0.216
H 1.5296 -0.7733 1.1916 0.196
H -0.5444 -1.9725 2.9486 0.446
H -1.5512 0.2617 -0.7857 0.332
H -2.0584 -2.0735 2.6513 0.443
H 0.0492 -2.9307 -0.5810 0.228
H -2.2072 1.0342 -2.9905 0.253
H 0.6761 -1.3321 -1.8598 0.226
H 2.3774 -2.1892 0.6035 0.226
H -0.3143 3.5951 0.4529 0.202
H 0.6345 -3.3944 0.9257 0.185
H -1.8565 2.0459 -0.6386 0.251
```

Output
LUMO level (alpha / beta) (eV): -4.72 / -4.72
Charge: +1
Energy relative to the best compared isomer or geometry (same formula, charge and spin) (kcal per mole): 103.97
HOMO-LUMO gap (alpha / beta) (eV): 5.558 / 5.558
HOMO energy (alpha / beta) (eV): -10.28 / -10.28

C2H8P4 | wB97M-V/def2-TZVPD

```
14
Properties=species:S:1:pos:R:3:nbo_charge:R:1
P -3.3882 0.7030 -0.6195 0.002
P -1.3402 0.5990 0.2303 -0.067
P -0.0514 -0.5765 -1.1052 0.303
P -2.8974 -0.9241 0.7177 0.027
C 1.4129 -0.7069 0.0109 -0.718
C 2.1052 0.5850 0.5015 -0.636
H 1.1173 -1.4274 0.8919 0.233
H 2.6878 1.1100 -0.2612 0.221
H 3.0840 0.3858 1.0971 0.214
H 2.1391 -1.2149 -0.6215 0.232
H -3.4338 -0.2039 1.7771 -0.019
H 1.4520 1.1876 1.1291 0.220
H -3.3947 -0.1324 -1.9322 0.006
H 0.5075 0.6157 -1.8161 -0.018
```

Output
LUMO level (eV): 0.77
Charge: 0
Energy relative to the best compared isomer or geometry (same formula, charge and spin) (kcal per mole): 15.32
Structure (SMILES): CC[PH]#P1[PH]#[PH]1
HOMO-LUMO gap (eV): 9.297
HOMO energy (eV): -8.53